1.
Molecular formula: C10H10N2
Method: DFT, ωB97M-V/def2-TZVPD

Structure (XYZ):
```
22
Properties=species:S:1:pos:R:3:lowdin_charge:R:1
N 2.954 -0.863 0.202 -0.04
N 1.855 -0.342 -0.442 -0.05
C -2.806 -0.283 0.189 -0.09
C -1.735 0.619 0.332 -0.01
C 1.141 -1.556 -0.192 -0.15
C -1.370 -2.179 -0.269 0.00
C 2.329 -2.111 0.198 -0.06
C -0.315 -1.286 -0.055 -0.12
C 0.856 0.723 0.314 -0.23
C -0.502 0.050 0.210 -0.18
C 0.865 2.085 -0.365 -0.08
C -2.603 -1.588 -0.064 -0.12
H 1.326 0.805 1.396 0.18
H 0.565 1.919 -1.418 0.08
H -3.819 0.020 0.469 0.11
H 2.830 -3.023 0.318 0.08
H 3.937 -0.611 -0.246 0.18
H -1.909 1.639 0.431 0.09
H -0.007 2.676 0.109 0.09
H -3.444 -2.203 -0.366 0.11
H 1.963 2.444 -0.257 0.11
H -1.290 -3.096 -0.773 0.10
```

Computed properties:
Net charge: 0



2.
Molecular formula: C4H12N2O
Method: DFT, ωB97M-V/def2-TZVPD

Structure (XYZ):
```
19
Properties=species:S:1:pos:R:3:lowdin_charge:R:1
O 0.860 -2.985 0.262 -0.05
N -0.487 1.805 0.006 -0.12
N -0.884 -1.058 0.251 -0.05
C 0.455 2.394 0.884 -0.17
C -0.488 -0.543 -1.103 -0.22
C 0.153 -1.967 0.892 -0.31
C 0.099 0.854 -0.971 -0.23
H 0.569 -3.118 -0.646 0.08
H 0.278 3.436 1.189 0.07
H 0.909 -1.240 1.276 0.12
H 1.168 0.883 -0.782 0.10
H 0.400 1.857 1.864 0.08
H -1.676 -1.681 0.139 0.08
H 1.509 2.349 0.578 0.07
H 0.244 -1.182 -1.596 0.10
H 0.100 1.197 -2.041 0.11
H -1.409 -0.714 -1.645 0.11
H -1.400 2.026 -0.347 0.11
H -0.399 -2.315 1.790 0.12
```

Computed properties:
SMILES: CNCCNCO
Net charge: 0



3.
Molecular formula: C6H16
Method: DFT, ωB97M-V/def2-TZVPD

Structure (XYZ):
```
22
Properties=species:S:1:pos:R:3:lowdin_charge:R:1
C 0.806 -0.911 -0.574 -0.50
C -1.668 2.650 2.088 -0.17
C -0.685 -1.212 -0.651 -0.11
C 1.482 -2.020 0.229 -0.10
C 1.438 -0.763 -1.957 -0.09
C -1.201 2.040 0.756 -0.16
H -2.660 2.267 2.339 0.06
H -1.483 0.991 0.721 0.03
H 1.053 -2.112 1.225 0.07
H 1.131 -1.519 -2.676 0.08
H -1.776 3.733 2.020 0.06
H 2.564 -1.883 0.331 0.07
H 1.251 0.215 -2.398 0.07
H -1.187 -1.212 0.318 0.07
H -0.118 1.989 0.696 0.06
H -1.065 2.363 2.952 0.06
H 1.031 0.035 -0.079 0.11
H -1.309 -0.532 -1.238 0.08
H -1.719 2.580 -0.033 0.07
H -0.760 -2.218 -1.076 0.08
H 2.529 -0.804 -1.851 0.07
H 1.379 -2.980 -0.296 0.08
```

Computed properties:
SMILES: CC(C)C.CC
Net charge: 0



4.
Molecular formula: C10H44O12
Method: DFT, ωB97M-V/def2-TZVPD

Structure (XYZ):
```
66
Properties=species:S:1:pos:R:3:lowdin_charge:R:1
O -33.153 17.981 -19.037 -0.06
O -35.247 18.219 -27.160 -0.08
O -37.138 19.795 -20.621 -0.08
O -37.614 16.421 -19.404 -0.09
O -30.352 15.425 -22.496 -0.05
O -36.175 16.156 -21.995 -0.05
O -33.110 14.886 -23.625 -0.06
O -33.422 16.496 -21.350 -0.05
O -35.143 13.535 -22.384 -0.06
O -29.748 17.087 -25.841 -0.09
O -30.189 17.878 -21.229 -0.08
O -32.616 14.241 -16.471 -0.06
C -32.849 14.347 -18.870 -0.08
C -31.694 18.264 -24.959 -0.08
C -35.009 17.290 -24.978 -0.10
C -35.898 20.980 -22.332 -0.08
C -36.534 19.684 -21.898 -0.34
C -32.975 13.512 -17.613 -0.35
C -36.399 16.136 -18.685 -0.28
C -36.631 15.167 -17.529 -0.07
C -30.205 18.358 -25.418 -0.29
C -35.210 18.569 -25.775 -0.31
H -32.397 13.652 -15.747 0.08
H -32.313 17.859 -25.762 0.06
H -35.708 13.025 -21.798 0.06
H -33.101 14.347 -24.421 0.07
H -35.917 17.047 -18.327 0.11
H -33.385 17.375 -19.760 -0.03
H -33.003 16.110 -22.132 0.01
H -37.087 15.610 -16.641 0.07
H -36.676 16.323 -21.182 0.04
H -30.482 16.638 -26.267 0.07
H -35.689 15.677 -19.373 0.09
H -34.773 17.536 -23.941 0.06
H -35.517 14.431 -22.373 0.00
H -29.599 18.779 -24.619 0.11
H -35.147 21.317 -21.619 0.08
H -32.374 12.600 -17.697 0.11
H -30.973 17.794 -20.680 0.00
H -31.062 15.026 -23.020 0.02
H -33.004 13.748 -19.771 0.07
H -36.789 16.369 -22.706 0.07
H -36.133 19.071 -25.475 0.11
H -35.946 16.724 -24.945 0.07
H -31.794 17.611 -24.091 0.06
H -35.673 14.768 -17.191 0.06
H -31.874 14.829 -18.948 0.09
H -35.887 17.514 -27.292 0.08
H -30.147 19.028 -26.281 0.10
H -33.900 18.582 -18.967 0.02
H -33.997 13.118 -17.541 0.09
H -37.566 20.651 -20.537 0.08
H -34.352 16.579 -21.597 0.00
H -33.589 15.134 -19.022 0.03
H -37.280 14.333 -17.795 0.08
H -34.284 16.618 -25.429 0.06
H -36.664 21.748 -22.456 0.08
H -30.087 17.013 -21.664 -0.02
H -35.766 18.912 -21.839 0.10
H -35.451 20.747 -23.301 0.07
H -37.263 19.383 -22.658 0.11
H -33.624 14.362 -22.985 0.02
H -29.595 15.437 -23.093 0.06
H -34.342 19.216 -25.669 0.10
H -32.056 19.252 -24.671 0.08
H -38.215 17.018 -18.955 0.09
```

Computed properties:
SMILES: CCO.CCO.CCO.CCO.CCO.O.O.O.O.O.O.O
Net charge: 0



5.
Molecular formula: C8H12N3S
Method: DFT, ωB97M-V/def2-TZVPD

Structure (XYZ):
```
24
Properties=species:S:1:pos:R:3:lowdin_charge:R:1
S 2.402 -0.012 -0.557 0.85
N 0.450 1.860 -0.552 0.12
N 3.234 -1.447 -0.400 -0.34
N 4.228 0.944 0.944 -0.01
C -0.238 1.110 0.318 -0.05
C -3.416 -0.242 -1.124 -0.05
C -3.681 -1.256 -0.232 -0.02
C -2.276 0.520 -0.946 -0.03
C -1.439 0.354 0.140 -0.19
C 3.084 1.247 0.382 -0.45
C -1.778 -0.668 1.129 0.04
C -2.875 -1.502 0.902 -0.02
H -1.264 -0.761 1.993 0.08
H -4.538 -1.957 -0.232 0.13
H -0.017 2.206 -1.370 0.13
H 2.469 -2.115 -0.196 0.04
H 1.371 2.213 -0.325 0.03
H -2.082 1.134 -1.845 0.13
H 3.651 -1.842 -1.263 0.06
H 4.694 -0.046 1.033 0.15
H 0.303 0.777 1.225 0.13
H -3.899 0.148 -2.013 0.12
H 4.778 1.562 1.406 0.05
H -3.160 -2.227 1.583 0.09
```

Computed properties:
Net charge: +1



6.
Molecular formula: C11H16GaIN5Te4
Method: DFT, ωB97M-V/def2-TZVPD

Structure (XYZ):
```
38
Properties=species:S:1:pos:R:3:lowdin_charge:R:1
I -1.401 3.633 -0.532 1.00
Te -3.330 -0.945 2.125 0.11
Te -1.287 0.823 2.211 0.29
Te -0.792 -2.038 -1.061 0.33
Te -2.148 -3.168 0.983 0.10
Ga -0.099 0.146 0.045 -0.25
N 3.542 1.676 1.679 -0.08
N 3.491 -0.695 2.142 -0.08
N 4.270 0.098 0.004 -0.08
N 1.897 0.264 0.558 -0.18
N 0.073 1.311 -1.722 -0.08
C -0.272 3.110 -3.248 -0.11
C 2.154 -0.783 1.630 -0.18
C -0.412 2.531 -1.993 -0.74
C 2.930 0.030 -0.515 -0.17
C 2.204 1.615 1.160 -0.18
C 0.356 2.409 -4.259 -0.01
C 4.441 -0.914 1.051 -0.14
C 3.707 0.639 2.704 -0.13
C 0.835 1.133 -3.991 -0.01
C 4.490 1.422 0.592 -0.14
C 0.672 0.633 -2.722 -0.19
H 5.457 -0.856 1.440 0.14
H 4.285 -1.907 0.627 0.14
H 2.067 2.362 0.373 0.13
H 2.801 0.801 -1.277 0.12
H 4.716 0.699 3.109 0.14
H 1.020 -0.363 -2.481 0.05
H 5.506 1.476 0.982 0.14
H 0.464 2.849 -5.241 0.13
H 4.373 2.187 -0.178 0.14
H 1.485 1.799 1.962 0.08
H 2.994 0.812 3.512 0.14
H 2.741 -0.958 -0.942 0.13
H 1.319 0.532 -4.747 0.13
H 1.421 -0.627 2.423 0.09
H 1.979 -1.758 1.169 0.13
H -0.667 4.101 -3.418 0.10
```

Computed properties:
Net charge: +1



7.
Molecular formula: C20H26N12SV
Method: DFT, ωB97M-V/def2-TZVPD

Structure (XYZ):
```
60
Properties=species:S:1:pos:R:3:lowdin_charge:R:1
V -0.048 0.019 0.288 0.60
S 2.316 0.513 -0.020 0.81
N 3.496 1.364 2.239 -0.09
N 0.023 -0.048 2.246 -0.08
N -4.787 -0.151 -1.616 0.17
N -2.605 0.093 -0.832 0.10
N 2.314 -2.535 -0.664 0.13
N 1.589 2.369 1.844 0.01
N -2.038 -0.023 0.350 -0.14
N -0.738 0.795 2.982 0.05
N -3.883 -0.104 -0.642 -0.24
N -0.113 2.055 0.260 -0.04
N 0.045 -2.266 -0.169 0.04
N -4.190 -0.343 0.604 0.17
C 0.667 -0.822 3.124 -0.29
C 1.101 -3.078 -0.395 -0.38
C -0.204 -5.076 -0.060 -0.03
C 1.008 -4.483 -0.293 0.00
C 0.248 4.254 1.166 0.04
C -1.130 -2.887 0.040 -0.15
C -0.969 2.605 -0.611 -0.10
C -3.020 -0.293 1.217 -0.16
C 2.463 1.419 1.380 -0.64
C 0.536 2.894 1.086 -0.25
C 2.109 2.887 3.016 -0.01
C 3.277 2.253 3.256 0.00
C -1.316 -4.246 0.076 -0.05
C 0.299 -0.462 4.429 0.05
C -0.730 4.782 0.341 0.00
C -1.321 3.940 -0.597 -0.01
C 4.642 0.517 2.058 0.00
C 1.619 -1.890 2.731 -0.01
C -0.607 0.571 4.311 -0.27
C -1.382 1.321 5.323 0.00
H 0.803 4.885 1.840 0.12
H 3.043 -3.160 -0.966 0.12
H 5.296 0.606 2.920 0.11
H 1.615 3.652 3.578 0.13
H -1.326 1.492 2.547 0.16
H -1.322 2.395 5.158 0.09
H -5.748 -0.116 -1.298 0.14
H -2.306 -4.644 0.221 0.11
H -2.433 1.032 5.277 0.10
H 3.959 2.360 4.073 0.14
H 2.354 -1.598 -1.031 0.01
H -0.305 -6.146 0.013 0.12
H -2.044 4.314 -1.303 0.12
H 2.401 -1.984 3.481 0.10
H 5.189 0.817 1.163 0.11
H 2.058 -1.684 1.756 0.03
H -4.552 0.313 -2.481 0.13
H 1.106 -2.851 2.680 0.10
H -0.987 5.826 0.393 0.13
H 1.902 -5.076 -0.411 0.12
H -2.902 -0.490 2.263 0.13
H 0.651 -0.915 5.334 0.13
H 4.322 -0.519 1.935 0.09
H -1.012 1.093 6.317 0.10
H -1.375 1.929 -1.355 0.10
H -1.996 -2.263 0.187 0.07
```

Computed properties:
2S+1: 2
Net charge: +2



8.
Molecular formula: C23H26N4O6S
Method: DFT, ωB97M-V/def2-TZVPD

Structure (XYZ):
```
60
Properties=species:S:1:pos:R:3:lowdin_charge:R:1
S -1.722 0.879 -1.477 0.68
O 2.395 -2.677 6.754 0.09
O -0.960 -1.741 -2.379 -0.09
O -2.964 0.169 -1.537 -0.26
O -1.697 2.136 -0.778 -0.29
O 0.291 -2.110 2.796 0.09
O 2.737 1.078 1.800 0.05
N 3.817 0.774 4.079 0.21
N -1.147 1.077 -3.015 -0.25
N 3.101 -0.967 5.436 0.02
N 1.368 -2.389 4.762 0.03
C 1.514 -1.743 0.339 -0.01
C 2.285 -2.067 5.715 -0.44
C -0.829 -3.034 -2.926 -0.06
C 0.488 -3.500 5.088 0.00
C 4.046 -0.578 6.465 -0.01
C 1.259 -0.496 0.896 -0.15
C -0.454 -0.156 -0.747 -0.17
C -3.522 3.000 -6.680 -0.09
C 1.190 -1.745 3.523 -0.36
C -0.210 -1.409 -1.308 -0.26
C 0.795 -2.199 -0.749 0.01
C 1.256 1.333 -3.481 -0.06
C 3.022 -0.275 4.265 -0.22
C -4.104 3.742 -4.477 -0.07
C 0.276 0.305 0.324 0.03
C 2.124 -0.674 3.261 0.00
C -4.177 3.895 -5.852 -0.10
C 2.089 0.046 2.004 -0.29
C -1.937 0.661 -4.144 -0.15
C -2.721 1.794 -4.757 -0.21
C -0.077 2.025 -3.203 -0.23
C -3.381 2.696 -3.931 -0.02
C -2.794 1.957 -6.134 -0.05
H 2.035 2.077 -3.625 0.07
H -1.033 -3.807 -2.180 0.10
H 0.054 1.285 0.713 0.13
H 1.072 -4.413 5.200 0.10
H 3.922 -1.281 7.288 0.09
H 1.187 0.723 -4.379 0.07
H 3.673 1.251 3.175 0.09
H -1.288 0.192 -4.892 0.13
H -0.224 -3.600 4.273 0.09
H -0.010 2.612 -2.285 0.11
H 2.290 -2.367 0.758 0.13
H -1.573 -3.093 -3.718 0.10
H -2.280 1.261 -6.783 0.11
H -3.318 2.569 -2.860 0.10
H 1.021 -3.172 -1.157 0.11
H -0.331 2.702 -4.027 0.13
H -3.574 3.116 -7.753 0.10
H 3.835 0.431 6.824 0.10
H -4.742 4.712 -6.278 0.10
H 1.531 0.694 -2.646 0.07
H 0.168 -3.189 -3.352 0.10
H -4.613 4.438 -3.828 0.10
H -0.029 -3.297 6.025 0.10
H 5.070 -0.642 6.095 0.10
H 4.482 1.078 4.765 0.10
H -2.625 -0.093 -3.753 0.12
```

Computed properties:
SMILES: CCN(Cc1ccccc1)S(=O)(=O)c1cc(C(=O)c2c(N)n(C)c(=O)n(C)c2=O)ccc1OC
Net charge: 0



9.
Molecular formula: C11H16N2O3S
Method: DFT, ωB97M-V/def2-TZVPD

Structure (XYZ):
```
33
Properties=species:S:1:pos:R:3:lowdin_charge:R:1
S -3.081 2.406 1.856 1.03
O 0.307 -2.252 -2.512 0.13
O -0.202 -0.163 -1.926 0.11
O -1.280 -1.843 0.247 0.10
N -1.818 0.156 1.067 0.11
N -0.570 1.884 2.112 0.04
C -0.775 3.116 2.641 -0.24
C 1.523 -1.455 0.387 -0.13
C 3.454 -1.324 -2.991 -0.26
C 1.823 -1.042 -1.064 -0.24
C -2.049 3.571 2.601 -0.41
C 4.631 -2.128 -3.529 -0.11
C 0.546 -0.505 1.078 -0.11
C 0.584 -1.255 -1.908 -0.52
C -1.659 1.373 1.658 -0.61
C 2.988 -1.854 -1.636 -0.18
C -0.885 -0.817 0.744 -0.46
H 2.063 0.026 -1.085 0.15
H 2.668 -2.891 -1.746 0.13
H 0.641 -0.585 2.163 0.13
H 1.112 -2.466 0.393 0.13
H -1.004 -0.352 -2.439 0.14
H 4.350 -3.171 -3.655 0.07
H 5.473 -2.080 -2.842 0.07
H 0.755 0.533 0.819 0.11
H -2.446 4.499 2.956 0.06
H 3.823 -1.825 -0.933 0.12
H -2.770 -0.095 0.822 0.15
H 2.464 -1.460 0.939 0.12
H 2.626 -1.377 -3.701 0.11
H 4.951 -1.740 -4.493 0.07
H 0.067 3.642 3.053 0.10
H 3.745 -0.275 -2.892 0.11
```

Computed properties:
SMILES: CCC[C@H](CCC(=O)Nc1nccs1)C(=O)O
Net charge: 0



Which ΔE to the lowest compared entry with this formula, charge and spin belongs to each record? In order, 114.70; 70.99; 6.75; 0.00; 55.87; 0.00; 22.21; 13.95; 0.00 kcal per mole.